Entry 1:
A molecular structure, C31H42I2N4OReTe at a distorted geometry, computed with the ωB97M-V functional and the def2-TZVPD basis.

XYZ file:
```
82
Properties=species:S:1:pos:R:3:forces:R:3:mulliken_charge:R:1
Re -1.75642 -0.83846 0.64216 -0.49 -0.41 0.29 1.402
C -4.24267 0.64186 0.01052 2.23 0.03 -0.30 -0.705
C -3.70921 1.49824 1.20379 -0.12 -1.06 0.87 -0.636
N -2.51937 0.78961 1.95459 -0.90 0.21 -0.68 -0.053
C -2.82549 0.27385 3.34647 -0.85 0.35 0.34 -0.498
C -2.26578 -1.11461 3.55612 0.38 -1.23 -0.83 -0.692
N -2.58224 -1.90960 2.26844 -0.65 1.23 0.34 -0.516
C -4.00907 -2.38666 2.07795 -0.05 0.06 0.74 -0.540
C -4.78516 -1.37661 1.27957 1.49 0.59 0.91 -0.665
N -3.92735 -0.86249 0.18975 -0.15 1.46 -1.33 -0.413
H -3.75976 1.00271 -0.93779 -0.49 -0.59 0.79 0.353
H -5.28337 0.82303 -0.03310 -1.23 -0.10 -0.34 0.447
H -4.53699 1.77673 1.88173 0.47 -0.73 0.20 0.422
H -3.41327 2.48104 0.88836 0.71 0.23 -0.54 0.461
H -1.84540 1.51435 2.13616 0.70 0.50 -0.39 -0.278
H -3.91658 0.37137 3.46987 0.37 -0.62 0.05 0.485
H -2.45032 0.91923 4.14359 0.32 0.29 -0.37 0.464
H -2.74709 -1.64280 4.41821 0.55 0.54 -0.59 0.558
H -1.11054 -1.15765 3.63470 -2.02 0.26 0.06 0.189
H -2.03370 -2.72922 2.33173 0.86 -1.51 0.04 0.180
H -4.50257 -2.53608 3.06772 0.45 -0.12 -0.69 0.411
H -3.96947 -3.32673 1.52412 0.17 -0.08 0.27 0.326
H -4.87349 -0.46622 1.85954 -1.08 -0.34 0.54 0.202
H -5.70643 -1.81504 0.96381 -0.75 0.16 -0.35 0.548
H -4.21829 -1.29987 -0.70226 0.58 0.15 0.47 0.354
C -0.95732 5.44072 2.80387 0.60 1.33 -1.87 -1.620
C -0.15684 4.31772 2.17375 -0.86 -0.22 1.49 0.209
C 0.22322 4.34377 0.86232 0.28 -0.72 -0.94 -0.728
C 0.87607 3.27151 0.27056 0.39 -0.98 -0.04 1.442
C 1.42496 3.40871 -1.14611 -1.00 0.33 0.84 -1.756
C 1.00282 2.11824 1.04879 0.98 -1.42 -0.62 0.855
Te 2.04070 0.35279 0.26550 -0.46 0.78 0.69 0.929
N 0.32775 -0.77199 0.30503 -0.45 -0.44 -0.16 -0.021
C 0.28709 -1.95739 -0.30992 1.43 -1.10 -0.39 0.526
O -0.89587 -2.50403 -0.40805 0.10 1.81 0.86 -0.715
C 1.50099 -2.67258 -0.85346 -1.88 1.00 1.77 0.026
C 1.32816 -3.34084 -2.01650 -0.43 -0.86 -1.77 -0.408
C 2.40257 -4.03451 -2.59330 -1.61 0.03 -1.26 -0.945
C 3.59319 -3.99833 -1.95408 1.94 -0.19 0.96 -0.572
C 3.77415 -3.33615 -0.73166 -1.48 -0.44 -0.29 -0.997
C 2.68705 -2.72866 -0.13757 1.30 0.69 0.27 0.188
C 2.29251 0.37001 -1.79167 -0.68 0.12 -0.35 1.675
C 1.22603 0.40435 -2.67044 -0.20 0.11 -1.94 1.036
C -0.21754 0.70834 -2.39068 0.39 -0.21 1.35 -1.683
C 1.50526 0.11238 -4.04382 -2.03 0.99 1.52 -1.461
C 2.73396 -0.27086 -4.43605 1.37 -1.40 -1.20 0.289
C 3.02665 -0.72732 -5.81765 0.67 -0.67 -0.29 -1.790
C 3.79479 -0.26581 -3.55808 0.46 0.16 0.89 -0.873
C 3.58959 0.12733 -2.25530 -0.73 -0.24 -0.64 0.110
C 4.73488 0.33558 -1.41780 2.65 -0.19 0.30 -1.796
C 0.68366 1.99765 2.42145 -0.48 0.67 -1.05 -0.397
C 0.87734 0.77689 3.30202 1.27 0.01 -1.70 -2.036
C 0.11679 3.15161 2.94881 -0.03 -0.06 0.28 -0.204
H -0.93080 5.33853 3.83417 -0.08 -0.20 2.10 0.474
H -2.01229 5.44495 2.48974 0.36 -0.10 -0.08 0.281
H -0.54528 6.47872 2.59384 -0.40 -1.35 -0.05 0.376
H 0.00798 5.10467 0.14736 -0.23 1.11 0.23 0.611
H 1.60796 4.45874 -1.29926 0.04 0.38 -0.31 0.575
H 0.72429 3.04926 -1.90113 0.09 0.15 0.05 0.216
H 2.35462 2.90606 -1.27318 0.69 -0.38 -0.09 0.504
H 0.32927 -3.30927 -2.46454 0.50 -0.18 -0.10 0.531
H 2.27743 -4.56672 -3.55954 0.08 0.38 0.89 0.467
H 4.46206 -4.54128 -2.30156 -0.11 -0.03 -0.42 0.484
H 4.68123 -3.42186 -0.19868 0.94 -0.01 0.35 0.615
H 2.86232 -2.26634 0.83901 -0.46 -0.27 -0.22 0.786
H -0.43574 1.32665 -1.49120 0.34 -0.07 -0.64 -0.038
H -0.67965 -0.24509 -2.19187 -0.62 -0.50 -0.16 0.468
H -0.64180 1.11530 -3.28219 -0.53 0.45 -0.34 0.585
H 0.71950 0.23052 -4.80875 0.27 -0.23 0.60 0.489
H 3.27765 0.15532 -6.38037 -0.02 0.25 -0.71 0.360
H 2.25215 -1.31644 -6.30547 -0.28 0.38 0.06 0.433
H 3.92304 -1.37028 -5.82235 -0.27 0.34 0.03 0.409
H 4.82386 -0.54529 -3.84328 -0.74 0.27 -0.11 0.391
H 4.70631 1.28971 -0.89013 0.35 0.00 -0.02 0.310
H 5.65883 0.21788 -2.03703 -0.60 0.81 0.51 0.477
H 4.90646 -0.47733 -0.74107 -0.23 -0.50 1.02 0.387
H 0.81291 -0.19762 2.75618 -0.22 0.75 0.56 0.207
H 0.24014 0.83780 4.13687 -1.05 -0.22 0.95 0.508
H 1.87295 0.83241 3.72461 0.42 -0.15 0.10 0.460
H -0.06409 3.06357 4.02804 -0.32 0.71 -0.38 0.411
I -1.63704 -5.29742 0.96186 -0.05 -0.37 0.18 0.105
I -2.38680 -7.55428 2.23423 0.12 0.45 -0.19 0.026
```
Forces are in eV/Å.

Summary:
Highest occupied orbital energy (spin up / spin down), eV: -15.5 / -15.5
Strongest force on any atom, eV Å⁻¹: 2.8
DFT total energy, hartree: -2441.403955
Kohn-Sham gap (spin up / spin down), eV: 6.436 / 5.563
Charge: +3
Multiplicity: 3

---

Entry 2:
A molecular structure, C31H42IN6RuSi2, computed with the ωB97M-V functional and the def2-TZVPD basis.

XYZ file:
```
83
Properties=species:S:1:pos:R:3:forces:R:3:mulliken_charge:R:1
Ru -0.04341 -0.67613 -0.47702 0.17 -0.08 -0.13 0.271
C 3.31587 -0.88285 1.21569 -0.03 0.02 -0.06 -0.817
C 3.90300 -0.48507 -0.12402 0.04 -0.11 0.03 -1.224
C 3.28360 -1.07394 -1.36804 -0.08 0.17 0.02 0.391
C 4.13395 -1.72723 -2.25050 0.03 0.04 -0.01 -0.871
C 3.71145 -2.03830 -3.53218 0.05 -0.04 -0.02 -0.547
C 2.45434 -1.62676 -3.91460 -0.06 0.04 0.01 -1.545
C 1.64373 -1.02685 -2.96434 0.01 0.01 -0.01 -0.813
N 1.99705 -0.81003 -1.69099 0.01 -0.26 0.02 1.036
N 2.07353 -0.17336 1.50752 0.03 0.01 0.09 1.255
C 1.28755 -0.89531 2.49682 0.00 0.02 -0.05 -0.745
C 0.99745 -2.28900 2.03424 -0.04 0.02 -0.04 -0.085
C 1.28779 -3.35890 2.86564 0.00 -0.02 0.01 -0.765
C 1.00784 -4.64864 2.45154 0.00 0.01 0.01 -0.792
C 0.46028 -4.81535 1.19463 0.01 0.01 -0.01 -0.878
C 0.21761 -3.69825 0.41284 0.00 -0.02 -0.01 -0.587
N 0.46354 -2.44148 0.80780 0.04 -0.03 0.12 1.856
C 2.35835 1.16468 1.99429 0.00 -0.02 0.01 -2.167
C 1.14763 2.06757 2.01486 -0.01 0.00 -0.03 0.907
C 1.19289 3.28667 2.68323 0.00 -0.02 0.01 -1.334
C 0.06487 4.08651 2.67906 0.00 0.01 0.00 -0.571
C -1.06666 3.64414 2.01000 -0.01 0.00 -0.01 -1.077
C -1.01337 2.42250 1.36140 0.04 -0.03 0.01 -0.577
N 0.07247 1.64791 1.36206 0.01 -0.04 0.02 0.987
H 4.05526 -0.70721 2.01462 0.01 0.00 -0.01 0.364
H 3.12215 -1.95481 1.20325 -0.01 0.01 0.01 0.417
H 4.95956 -0.75821 -0.12897 -0.01 -0.02 0.01 0.564
H 3.87438 0.60076 -0.23677 0.01 -0.01 0.00 0.286
H 5.14464 -1.95028 -1.93609 0.00 0.00 0.00 0.453
H 4.36928 -2.55297 -4.22070 0.00 0.00 0.00 0.412
H 2.07350 -1.78065 -4.91418 0.00 0.00 0.00 0.481
H 0.64896 -0.70846 -3.23107 0.03 -0.01 0.00 0.821
H 0.34965 -0.35900 2.63555 -0.02 0.03 0.02 0.009
H 1.80656 -0.93944 3.46886 0.00 -0.01 0.00 0.516
H 1.72422 -3.16488 3.83609 0.00 0.00 0.00 0.487
H 1.21733 -5.49588 3.09129 0.00 0.00 0.00 0.416
H 0.22213 -5.79325 0.80052 0.00 0.00 0.00 0.464
H -0.20397 -3.80613 -0.57499 0.01 -0.01 0.01 -0.001
H 3.12044 1.62205 1.35993 -0.01 0.00 -0.01 0.668
H 2.79200 1.12251 3.00891 0.00 0.02 0.00 0.587
H 2.09559 3.59144 3.19837 0.00 0.00 0.01 0.524
H 0.06586 5.03975 3.19201 0.00 0.00 0.00 0.402
H -1.97248 4.23379 1.98230 0.00 0.00 0.00 0.521
H -1.86281 2.03747 0.81331 -0.03 -0.01 -0.01 0.351
C -0.25558 3.91054 -1.71073 0.01 0.01 0.00 -1.191
Si 0.41771 2.23539 -2.23784 -0.04 -0.05 0.05 0.096
C 2.16853 2.22446 -1.57841 0.02 0.04 -0.01 -0.886
C 0.57151 2.17251 -4.11116 -0.01 0.04 -0.02 -1.257
N -0.56522 0.93775 -1.56392 -0.08 0.13 -0.09 0.602
C -1.92491 1.03554 -1.65288 0.00 -0.05 -0.02 0.329
C -2.62062 1.82689 -2.59363 0.02 0.02 0.00 -0.563
C -3.99138 1.87091 -2.62201 -0.03 0.00 0.01 -1.038
C -4.72997 1.11057 -1.70643 0.00 0.02 -0.03 -1.182
C -4.08581 0.32674 -0.78172 0.03 -0.01 0.04 -1.196
C -2.67217 0.26853 -0.70732 -0.01 -0.01 -0.02 0.709
N -1.94458 -0.45314 0.20704 -0.15 0.08 0.08 1.793
Si -2.88681 -1.26541 1.45913 0.06 0.00 -0.05 0.061
C -3.98353 0.00159 2.33741 0.00 0.00 0.00 -1.274
C -1.95561 -2.04565 2.88517 -0.02 0.03 0.03 -1.289
C -3.85762 -2.69474 0.72532 -0.01 0.00 0.01 -1.202
H 0.20861 4.69498 -2.31557 0.00 0.00 0.00 0.445
H 0.01692 4.09768 -0.66875 0.01 0.00 0.00 0.268
H -1.33642 4.01136 -1.79493 -0.01 -0.01 -0.01 0.390
H 2.56010 3.24196 -1.66919 0.01 0.00 0.01 0.657
H 2.83255 1.55431 -2.12236 -0.01 0.03 -0.01 0.302
H 2.17529 1.95242 -0.52459 -0.02 -0.02 0.01 -0.218
H 1.18010 3.02237 -4.43531 -0.01 0.00 -0.01 0.374
H -0.38216 2.22671 -4.63615 0.00 0.00 -0.01 0.393
H 1.07934 1.26520 -4.44369 0.00 0.00 0.02 0.264
H -2.06230 2.38493 -3.33214 0.00 0.01 0.00 0.199
H -4.49940 2.47066 -3.36636 0.01 0.00 0.00 0.395
H -5.81184 1.11950 -1.74263 0.00 -0.01 0.01 0.409
H -4.68744 -0.27312 -0.11544 -0.02 0.00 0.01 0.285
H -3.57833 0.20300 3.33235 0.00 0.00 0.00 0.417
H -5.00051 -0.37707 2.47039 0.00 0.00 0.00 0.384
H -4.05636 0.94989 1.80590 0.01 0.01 -0.01 0.340
H -1.30875 -1.35655 3.42910 0.00 -0.02 0.00 0.374
H -1.40939 -2.95247 2.63833 0.02 -0.02 -0.03 0.228
H -2.75353 -2.33585 3.57820 0.01 0.01 0.01 0.616
H -4.34589 -2.45055 -0.21712 -0.01 0.00 0.00 0.370
H -4.61204 -3.05075 1.43282 0.00 0.00 0.00 0.409
H -3.17343 -3.52189 0.51905 0.01 0.01 0.00 0.252
I -1.27264 -2.26831 -2.30209 0.00 0.07 0.06 -0.118
```
Forces are in eV/Å.

Summary:
Highest occupied orbital energy (spin up / spin down), eV: -6.1 / -6.8
Strongest force on any atom, eV Å⁻¹: 0.3
DFT total energy, hartree: -2506.729391
Kohn-Sham gap (spin up / spin down), eV: 6.536 / 6.444
ΔE to the lowest compared entry with this formula, charge and spin, kcal per mole: 6.5
Multiplicity: 2

---

Entry 3:
A molecular structure, C31H42InN4O3S2Si, computed with the ωB97M-V functional and the def2-TZVPD basis.

XYZ file:
```
84
Properties=species:S:1:pos:R:3:forces:R:3:mulliken_charge:R:1
In 0.53712 0.97943 -0.03742 0.04 -0.19 -0.22 1.649
C -1.14523 4.34998 2.73027 0.03 -0.01 -0.01 -1.630
C -0.56991 3.90994 1.41240 -0.20 0.33 -0.05 0.474
O -0.14469 2.76198 1.26509 0.17 -0.40 -0.24 -0.146
N -0.56271 4.81749 0.42624 -0.02 -0.05 -0.20 0.005
C 0.01242 4.56053 -0.89612 0.00 -0.36 0.26 -1.090
C -0.90592 3.78172 -1.80869 -0.22 0.24 0.05 1.057
C -1.72550 4.46331 -2.70082 0.09 0.03 0.00 -0.997
C -2.59564 3.75655 -3.50910 -0.04 0.06 -0.06 -0.442
C -2.62188 2.37891 -3.40174 -0.03 -0.05 0.01 -1.500
C -1.77439 1.77717 -2.49134 0.11 0.06 0.11 -0.387
N -0.92811 2.44865 -1.70257 0.00 0.01 0.14 0.516
H -0.96043 3.57959 3.47273 0.01 -0.01 -0.01 0.267
H -2.22124 4.50595 2.63270 0.00 -0.01 -0.01 0.371
H -0.69290 5.28533 3.05820 -0.01 0.01 0.00 0.519
H -1.00735 5.70395 0.59679 0.05 0.03 0.05 0.274
H 0.92480 3.98476 -0.75638 0.06 0.14 -0.04 -0.143
H 0.25844 5.51796 -1.34942 0.01 0.02 0.04 0.717
H -1.67018 5.54234 -2.76322 0.01 0.00 0.02 0.489
H -3.23845 4.26989 -4.21177 0.00 0.01 0.01 0.442
H -3.28421 1.77850 -4.00919 0.02 -0.03 0.01 0.499
H -1.76568 0.70367 -2.38759 -0.04 -0.14 0.03 0.790
C 0.51915 -0.56596 -1.59749 0.00 0.30 0.78 -1.382
Si -0.33753 -2.01237 -0.79035 0.27 0.11 -0.45 -1.192
C -1.83709 -1.27405 0.13532 0.11 -0.19 -0.07 -0.661
N -1.52836 -0.03569 0.89161 0.18 0.46 -0.05 1.277
C -2.67819 0.89862 0.88541 -0.11 -0.14 0.12 -0.753
C -3.90184 0.36224 1.63102 0.08 -0.04 0.02 -0.826
C -3.51055 -0.27080 2.98049 0.05 0.06 0.00 -0.783
C -2.09281 0.13952 3.36300 -0.11 -0.12 -0.13 -0.854
C -1.09807 -0.32223 2.30260 -0.02 0.13 0.13 0.232
C -0.88365 -3.20265 -2.13189 -0.07 -0.07 0.22 0.715
C -0.11617 -4.34081 -2.39249 -0.05 0.02 0.01 -0.436
C -0.39961 -5.16210 -3.47477 -0.01 -0.02 -0.01 -0.720
C -1.46099 -4.86144 -4.31625 0.03 0.01 0.03 -0.512
C -2.24513 -3.74417 -4.06398 -0.04 0.01 -0.03 -0.719
C -1.95594 -2.92538 -2.98321 0.00 0.03 0.06 -0.428
C 0.85304 -2.85669 0.38005 -0.03 0.05 -0.03 0.859
C 2.22250 -2.58687 0.34438 -0.03 -0.09 -0.03 -0.217
C 3.11350 -3.28752 1.14492 -0.01 -0.05 -0.06 -0.653
C 2.64497 -4.26600 2.00786 0.02 0.00 -0.06 -0.580
C 1.28604 -4.54415 2.06690 -0.01 -0.02 0.02 -0.767
C 0.40261 -3.84873 1.25618 0.00 0.06 -0.01 -0.238
H 0.01291 -0.17703 -2.47654 0.05 -0.07 -0.06 0.827
H 1.56199 -0.75239 -1.84318 -0.03 -0.10 -0.06 0.452
H -2.27572 -2.03031 0.79596 -0.09 0.04 -0.01 0.351
H -2.60054 -1.04491 -0.61335 -0.02 0.03 -0.04 0.533
H -2.94954 1.11708 -0.14392 0.07 0.04 -0.16 0.305
H -2.34139 1.83162 1.33368 -0.01 -0.02 0.01 0.116
H -4.42667 -0.36515 1.00986 -0.03 0.03 0.00 0.235
H -4.58622 1.19954 1.78188 -0.03 -0.02 -0.02 0.518
H -3.54987 -1.36090 2.91111 -0.02 0.00 0.00 0.285
H -4.21763 0.01950 3.75710 -0.02 -0.04 0.00 0.483
H -1.79706 -0.31132 4.31046 0.02 0.04 0.02 0.497
H -2.03444 1.22345 3.49403 0.01 0.01 0.03 0.084
H -0.94199 -1.39763 2.40041 0.05 0.02 -0.08 0.295
H -0.13555 0.14649 2.50059 -0.07 -0.06 -0.05 -0.616
H 0.71419 -4.58659 -1.74007 0.00 -0.02 -0.01 0.316
H 0.20619 -6.04026 -3.65772 0.01 0.01 -0.02 0.407
H -1.67616 -5.49465 -5.16693 -0.02 -0.02 0.02 0.387
H -3.08451 -3.51540 -4.70842 0.01 0.01 -0.01 0.409
H -2.58168 -2.05533 -2.80345 -0.01 -0.01 -0.02 0.221
H 2.60806 -1.82747 -0.32564 0.02 0.00 0.01 0.128
H 4.17287 -3.06833 1.09123 0.00 0.00 0.01 0.518
H 3.33813 -4.81259 2.63428 -0.01 -0.01 0.01 0.426
H 0.91875 -5.30810 2.73986 0.00 0.00 0.00 0.426
H -0.65531 -4.09071 1.29613 0.01 -0.03 0.03 0.443
C 4.70796 -1.34230 3.64438 0.02 -0.06 0.14 -0.731
O 4.15071 -0.39574 2.72813 0.01 0.03 -0.07 -0.262
C 2.82682 -0.23882 2.69283 -0.12 -0.26 -0.08 0.418
S 1.78231 -1.12927 3.58073 0.19 0.10 0.19 -0.197
S 2.50321 1.07923 1.57566 -0.15 0.20 -0.18 -0.153
H 5.76874 -1.37089 3.41414 0.01 0.03 0.00 0.260
H 4.25080 -2.32149 3.51333 0.01 0.03 -0.03 0.283
H 4.54622 -1.01676 4.67151 -0.02 0.02 -0.01 0.327
C 3.95604 0.81919 -1.68448 -0.06 0.01 -0.02 -0.546
C 3.37127 2.19636 -1.57307 0.14 -0.04 -0.11 0.446
N 4.15970 3.21613 -1.93728 0.00 0.01 0.05 -0.376
O 2.20845 2.40561 -1.20360 -0.20 -0.08 0.13 -0.527
H 5.02881 0.83139 -1.86272 0.00 0.02 0.01 0.529
H 3.46609 0.30514 -2.51245 0.00 0.00 0.01 0.152
H 3.74224 0.28486 -0.75950 0.02 0.00 0.01 -0.189
H 5.11305 3.06686 -2.21449 0.00 -0.02 0.01 0.207
H 3.82454 4.16151 -1.85882 -0.03 -0.01 0.01 0.219
```
Forces are in eV/Å.

Summary:
Highest occupied orbital energy, eV: -10.0
Strongest force on any atom, eV Å⁻¹: 0.8
DFT total energy, hartree: -2927.131938
Kohn-Sham gap, eV: 7.756
Charge: +1
ΔE to the lowest compared entry with this formula, charge and spin, kcal per mole: 2.7